CHF2O2P | wB97M-V/def2-TZVPD

```
7
Properties=species:S:1:pos:R:3:forces:R:3:lowdin_charge:R:1
C -1.156027 -0.217928 0.016921 0.965 2.650 -0.217 -0.26
O 2.848211 0.905203 -0.125431 2.275 0.265 -0.551 -0.46
O 0.676462 0.689700 0.558955 -4.443 -2.274 -0.639 -0.43
F -1.887156 -0.580970 1.026774 0.346 1.535 0.369 0.17
F -0.851204 -1.272947 -0.591512 1.261 -1.956 -1.507 0.14
P 1.829052 -0.129375 -0.151097 -0.723 0.614 0.490 0.66
H -1.459338 0.606314 -0.734609 0.319 -0.835 2.055 0.19
```
Positions in Å, forces in eV/Å.

Kohn-Sham gap (alpha / beta) (eV): 8.90 / 8.90